The following is a quantum chemistry calculation of a single C7H5N molecule, from OMol25.

- Net charge: 0
- Multiplicity: 1
- M: 103.12 g/mol
- HOMO-LUMO gap: 0.2968 Eh
- SMILES: C#CC(=C)/C=C\C#N
- Energy above the lowest of the compared OMol25 structures with the same formula, charge and spin: 76.2 kcal per mole
- E_HOMO: -8.89 eV

The geometry in XYZ format:
```
13
Properties=species:S:1:pos:R:3:mulliken_charge:R:1
C 1.7707 0.4283 -1.3551 0.3849
C 0.6459 0.3584 -0.9911 -0.8181
C -0.6790 -0.0033 -0.5678 0.4929
C -1.3481 -0.7978 -1.5744 -0.7597
C -1.0241 0.3334 0.7959 -0.3345
C -0.2079 0.3643 1.8919 -0.2347
C 1.2342 0.5330 1.8332 0.2391
N 2.4199 0.4211 1.7169 -0.4479
H 2.8932 0.3157 -1.4885 0.3576
H -2.4312 -0.9831 -1.5816 0.2884
H -0.6678 -1.1223 -2.5451 0.2404
H -2.0949 -0.0085 0.9289 0.2639
H -0.5108 0.1609 2.9367 0.3277
```

The following is a quantum chemistry calculation of a molecular structure, C28H22I2N2O2Y, from OMol25.

- Net charge: +1
- Multiplicity: 1
- M: 761.21 g/mol
- HOMO-LUMO gap: 0.2547 Eh
- Energy above the lowest of the compared OMol25 structures with the same formula, charge and spin: 38.2 kcal per mole
- E_HOMO: -10.33 eV

The geometry in XYZ format:
```
57
Properties=species:S:1:pos:R:3:mulliken_charge:R:1
Y -0.2161 0.0775 0.4144 0.9685
I -1.6651 4.8720 5.6263 0.1363
C -1.2130 3.1639 4.5467 -0.3141
C 0.0931 2.6949 4.5162 -0.4086
C 0.4079 1.5484 3.7968 -0.3152
I 2.3836 0.9336 3.6527 0.2034
C -0.5959 0.8508 3.1278 0.4201
O -0.3291 -0.2630 2.4080 -0.8279
C -1.9017 1.3546 3.1200 0.6663
C -2.9289 0.6661 2.2711 -0.7773
N -2.6039 0.8100 0.8225 -0.1007
C -3.5338 0.0532 -0.0249 -0.9574
C -3.1720 -1.4127 -0.0539 0.8299
C -4.1340 -2.4066 -0.0364 -0.9185
C -3.7375 -3.7329 -0.1078 -0.2916
C -2.3882 -4.0356 -0.1869 -0.8410
C -1.4873 -2.9886 -0.1899 0.0614
N -1.8628 -1.7061 -0.1280 -0.2124
C -2.2055 2.5037 3.8353 -0.7565
H 0.8721 3.2280 5.0438 0.3698
H -3.9213 1.0816 2.4666 0.5188
H -2.9605 -0.4043 2.4862 0.3625
H -2.6530 1.7986 0.5831 0.2749
H -3.4739 0.4477 -1.0432 0.3976
H -4.5721 0.1700 0.2994 0.3835
H -5.1793 -2.1395 0.0356 0.4357
H -4.4762 -4.5232 -0.0947 0.4306
H -2.0361 -5.0551 -0.2392 0.4184
H -0.4213 -3.1836 -0.2440 0.4184
H -3.2179 2.8877 3.8299 0.3940
C 7.0717 -0.5164 1.0297 -0.4352
C 6.3251 0.6541 0.9975 -0.7889
C 4.9832 0.6155 0.6552 -0.1091
C 4.3715 -0.5966 0.3336 0.8299
C 5.1269 -1.7678 0.3919 -0.5640
C 6.4701 -1.7302 0.7283 -0.6224
C 2.9496 -0.6884 -0.0422 -0.8900
C 2.1242 0.3127 -0.3741 -0.3882
C 2.3786 1.6435 -0.7696 0.8098
C 3.0674 1.8842 -1.9927 -0.6151
C 3.1982 3.1477 -2.4842 -0.5506
C 2.6494 4.2878 -1.8243 -0.6862
C 2.0011 4.1088 -0.6542 -0.7685
C 1.7885 2.7915 -0.0902 1.0237
H 8.1187 -0.4820 1.3001 0.3942
H 6.7884 1.5991 1.2486 0.4251
H 4.4087 1.5326 0.6584 0.4312
H 4.6555 -2.7168 0.1630 0.3740
H 7.0458 -2.6454 0.7610 0.3940
H 2.5601 -1.7064 0.0182 0.1869
H 3.4964 1.0401 -2.5163 0.4477
H 3.7461 3.2919 -3.4079 0.4275
H 2.7651 5.2697 -2.2599 0.4335
H 1.5590 4.9474 -0.1301 0.4571
H 1.9713 2.7574 0.9926 0.0113
O -0.6529 3.4037 0.2294 -0.4496
C 0.0445 2.4610 0.0970 0.2532
```

The following is a quantum chemistry calculation of a molecular structure, C27H42N6O10, from OMol25.

- Net charge: 0
- Multiplicity: 1
- M: 610.67 g/mol
- HOMO-LUMO gap: 0.1435 Eh
- Energy above the lowest of the compared OMol25 structures with the same formula, charge and spin: 13.6 kcal per mole
- E_HOMO: -8.28 eV

The geometry in XYZ format:
```
85
Properties=species:S:1:pos:R:3:mulliken_charge:R:1
C 5.3484 1.3165 0.6956 -1.8548
C 4.6056 -0.0130 0.7274 1.5653
C 4.9760 -0.6856 2.0291 -1.4072
C 4.1206 -1.8727 2.3802 -0.6690
C 2.5810 -1.4911 2.3842 -1.5027
C 2.0536 -0.7525 1.1105 2.2873
N 3.1266 0.1835 0.5974 0.8107
O 2.6478 1.1344 -0.1375 -0.2654
C 0.7875 0.0576 1.5981 -2.4599
C 1.6109 -1.7634 0.0088 -2.0515
C 5.1226 -0.7157 -0.4560 -2.1291
H 6.3383 0.9168 0.9550 0.4600
H 5.3147 2.0216 1.6067 0.3960
H 5.2528 2.0090 -0.0470 0.4594
H 5.1528 0.0376 2.9088 0.4333
H 5.8789 -1.0784 1.9808 0.6133
H 4.2593 -2.3465 3.4291 0.4260
H 4.0483 -2.7118 1.6150 0.2896
H 2.6682 -0.8494 3.2331 0.5055
H 1.9361 -2.2927 2.7468 0.4946
H 0.3861 0.6358 0.8940 0.7425
H 1.0846 0.6311 2.4802 0.4910
H 0.0403 -0.6458 1.8690 0.3923
H 1.3733 -1.0594 -0.6418 0.8096
H 0.7824 -2.3829 0.0326 0.1087
H 2.4629 -2.4075 -0.1951 0.2989
H 4.7080 -1.5675 -0.4820 0.7194
H 6.1714 -0.8314 -0.4331 0.4679
H 4.7682 -0.4752 -1.4933 0.4749
N -1.5707 0.4229 -1.0338 0.8540
O -0.9393 -0.4821 -1.5817 -0.5319
O -1.0519 1.5855 -1.0824 -0.6507
O -2.5933 0.1168 -0.3972 -0.5987
C -2.9119 2.9707 3.1753 -0.3485
C -3.5147 4.0881 3.9734 -0.5543
C -4.8726 4.5723 3.3009 -0.5206
C -5.4700 3.7401 2.2180 -0.2261
C -4.5973 2.7829 1.3447 0.0140
C -3.1670 2.4519 1.9736 -0.1631
N -6.8534 3.9561 1.6637 1.0111
O -7.2696 3.1758 0.7936 -0.5650
O -7.4327 4.7715 2.3697 -0.5900
H -1.8891 2.8946 3.6006 0.1774
H -3.1090 4.6315 4.7833 0.4582
H -5.4351 5.3381 3.9336 0.3342
H -5.0165 2.1777 0.4726 0.4757
H -2.4878 1.8010 1.5165 0.4864
C -2.1450 -3.2138 0.7319 -0.2947
C -1.8893 -3.5679 -0.7452 -0.4347
C -1.0602 -4.7494 -1.0338 -0.2119
C -0.6246 -5.7079 0.0763 -0.1664
C -0.7493 -5.1828 1.3742 -0.0317
C -1.5919 -3.9703 1.7678 -0.5347
N 0.0260 -6.9766 -0.3314 0.8872
O 0.5756 -7.5430 0.6018 -0.5548
O 0.0618 -7.3572 -1.5205 -0.5625
H -2.7672 -2.3831 1.1364 0.3420
H -2.2855 -2.7361 -1.4351 0.3107
H -0.9202 -5.0664 -2.0745 0.5191
H -0.3806 -6.0761 2.3394 0.1963
H -1.6308 -3.9034 2.8168 0.4982
C 2.6603 -0.5504 -3.4653 -0.2084
O 3.5435 0.3614 -3.6920 -0.6602
N 2.8555 -1.8829 -3.5745 0.3463
C 1.6380 -2.6916 -3.3649 -1.2397
C 4.0326 -2.4916 -4.0459 -1.2730
H 1.6933 -0.3005 -3.1533 0.6739
H 1.2691 -3.4834 -4.2104 0.2660
H 0.5972 -2.2968 -3.0795 0.2721
H 1.7331 -3.2252 -2.5377 0.6480
H 4.7801 -1.8980 -4.1618 0.4725
H 3.7033 -2.9283 -4.9926 0.4009
H 4.2758 -3.3576 -3.4690 0.3670
C -3.0163 6.0498 -2.4659 0.1872
O -3.1644 7.1796 -2.0088 -0.5956
N -3.8594 5.0811 -2.0392 0.1497
C -3.3318 3.6436 -1.9349 -1.1881
C -5.1617 5.3106 -1.4275 -0.7683
H -1.9208 5.7097 -2.7992 0.2151
H -4.2404 2.8062 -2.2595 0.1309
H -3.1323 3.5001 -1.0398 0.5149
H -2.4633 3.5339 -2.4189 0.5362
H -5.6230 6.2353 -1.9482 0.3276
H -4.8657 5.6792 -0.4278 0.2821
H -6.0467 4.4529 -1.6087 0.2123
```

The following is a quantum chemistry calculation of a molecular structure, C26H47Br18FN2O3P, from OMol25.

- Net charge: +1
- Multiplicity: 1
- M: 1923.92 g/mol
- HOMO-LUMO gap: 0.2344 Eh
- E_HOMO: -10.51 eV

The geometry in XYZ format:
```
98
Properties=species:S:1:pos:R:3:mulliken_charge:R:1
C -2.8403 -3.7210 -2.9526 -0.7217
C -1.8519 -3.3954 -4.1488 -0.8540
C -2.1635 -2.1045 -5.0322 -0.1311
F -2.6804 -2.4621 -6.3316 -0.2948
P -3.1270 -0.7408 -4.1856 0.7842
C -4.9347 -0.9869 -3.9243 -0.8448
C -5.4875 -2.3389 -4.8125 0.2093
C -7.0272 -2.8064 -4.4303 -0.5637
O -6.6117 -2.0693 -5.7560 -0.4108
O -2.3992 -0.4765 -2.6544 -0.0700
C -0.9816 -0.5026 -2.8058 0.3172
N 0.1850 -0.7758 -2.7891 -0.4836
O -2.9479 0.7722 -4.9921 -0.1995
C -2.3678 0.6031 -6.2532 0.4835
N -1.9617 0.2651 -7.3253 -0.3693
H -2.8967 -2.9314 -2.1288 0.3013
H -3.9066 -3.9795 -3.2358 0.2243
H -2.4239 -4.6645 -2.4271 0.2378
H -0.8149 -3.2271 -3.6853 0.4064
H -1.7278 -4.2990 -4.8406 0.4042
H -1.1373 -1.6421 -5.2786 0.5841
H -5.2795 -1.2313 -2.8755 0.5030
H -5.4997 -0.1139 -4.4059 0.3873
H -4.7068 -3.1906 -5.0608 0.3469
H -7.4204 -2.1066 -3.6399 0.2878
H -7.2697 -3.8970 -4.5661 0.3088
Br -3.8752 3.9582 1.5520 -0.1320
C -3.1704 2.1855 1.1548 -0.1388
C -3.3312 1.8499 -0.3051 -0.4784
Br -5.1724 1.3502 -0.7197 -0.1633
H -3.6778 1.4846 1.8170 0.3996
H -2.1146 2.2330 1.4222 -0.0296
H -2.7414 0.9784 -0.5634 0.1309
H -3.0706 2.6701 -0.9658 0.3114
Br 0.5831 2.8314 1.5444 -0.1207
C 1.4353 2.5378 -0.1910 -0.9500
C 0.5519 3.0244 -1.3155 -0.5365
Br -0.9013 1.7659 -1.6590 0.0548
H 1.6688 1.4820 -0.2624 0.3890
H 2.3596 3.1115 -0.1566 0.4947
H 1.1130 3.0763 -2.2497 0.4228
H 0.0917 3.9926 -1.1200 0.2130
Br -2.1448 6.5570 -1.8417 -0.1149
C -4.0880 6.5323 -1.9931 -0.5935
C -4.6004 5.1359 -2.2442 0.1436
Br -4.3206 4.5979 -4.0984 -0.1606
H -4.3539 7.2384 -2.7786 0.4092
H -4.4523 6.9064 -1.0355 0.3694
H -5.6798 5.0900 -2.0957 0.3786
H -4.1205 4.3838 -1.6205 -0.4292
Br 4.8608 7.8497 0.8232 -0.1195
C 4.5151 6.3278 -0.3425 -0.5261
C 3.3909 6.6194 -1.3050 -0.6467
Br 1.6560 6.5030 -0.4222 -0.1009
H 4.3192 5.4715 0.3022 0.2532
H 5.4492 6.1653 -0.8819 0.3987
H 3.3579 5.8690 -2.0962 0.3146
H 3.4528 7.6101 -1.7532 0.4341
Br 2.8071 1.3250 1.4179 0.1076
C 4.2114 0.7384 2.6405 -0.3203
C 3.9399 -0.6570 3.1443 0.2356
Br 2.5555 -0.6553 4.5164 -0.1413
H 4.2736 1.4819 3.4349 0.4119
H 5.1315 0.7627 2.0537 -0.0221
H 4.8235 -1.0699 3.6330 -0.4133
H 3.6105 -1.3413 2.3627 0.3794
Br 5.0741 -2.5692 6.8816 -0.1365
C 6.9620 -2.9473 6.5732 -0.5692
C 7.6470 -1.7916 5.8882 -0.6282
Br 7.2116 -1.7410 3.9883 -0.1377
H 7.0116 -3.8755 6.0054 0.3736
H 7.3847 -3.1105 7.5654 0.3479
H 8.7307 -1.9079 5.9283 0.3531
H 7.3753 -0.8216 6.3025 0.3842
Br 4.6182 -2.8279 -1.3131 -0.1234
C 5.0370 -0.9664 -1.7103 -0.4108
C 6.4773 -0.6486 -1.3950 -0.5315
Br 6.7484 -0.4362 0.5232 -0.0900
H 4.3288 -0.3551 -1.1508 0.1148
H 4.8442 -0.8538 -2.7781 0.3519
H 6.7634 0.3097 -1.8302 0.3346
H 7.1729 -1.4165 -1.7308 0.4012
Br 0.3475 -4.7126 5.2925 -0.1280
C 0.9071 -3.7991 6.9219 -0.3404
C -0.2702 -3.1857 7.6379 -0.6023
Br -0.8505 -1.5449 6.7614 -0.1419
H 1.6640 -3.0702 6.6333 0.1126
H 1.3695 -4.5729 7.5361 0.3496
H 0.0084 -2.8848 8.6485 0.3645
H -1.1365 -3.8441 7.6859 0.3791
Br -2.8414 -5.3228 0.3987 -0.1359
C -2.2767 -4.3806 2.0100 -0.5531
C -3.4591 -3.7880 2.7360 -0.5095
Br -4.1032 -2.1730 1.8540 -0.1170
H -1.5403 -3.6396 1.7020 0.3978
H -1.7886 -5.1357 2.6273 0.2504
H -3.1722 -3.4696 3.7391 0.3023
H -4.3075 -4.4677 2.8038 0.3802
```

The following is a quantum chemistry calculation of a molecular structure, CH11BNO2PSi2, from OMol25.

- Net charge: 0
- Multiplicity: 1
- M: 167.06 g/mol
- HOMO-LUMO gap: 0.2923 Eh
- E_HOMO: -8.11 eV

The geometry in XYZ format:
```
19
Properties=species:S:1:pos:R:3:mulliken_charge:R:1
C 3.1204 0.9523 0.6356 -0.8392
B 2.1934 0.0027 -0.3909 0.6147
O 2.6247 -0.1259 -1.7980 -0.5165
Si 0.6391 -0.8242 0.4102 0.1933
O -0.5681 -1.3922 -0.7450 -0.3609
Si -2.0848 -1.3624 0.1939 0.4785
P -2.8933 0.6932 -0.0759 0.2196
N -3.5881 0.8235 -1.5322 -0.6817
H 3.9299 0.2726 1.1639 0.2941
H 3.6694 1.8242 0.0805 0.2290
H 2.3500 1.3412 1.4548 0.2212
H 3.2685 -0.8847 -1.9255 0.3117
H 1.1141 -1.9072 1.2603 -0.1177
H -0.0227 0.2215 1.2219 -0.1569
H -1.8813 -1.5820 1.6214 -0.0967
H -3.0295 -2.2827 -0.4324 -0.1424
H -3.8905 1.0069 0.9220 0.0842
H -1.8234 1.6535 0.0535 0.0649
H -3.1278 1.5696 -2.1180 0.2008
```

The following is a quantum chemistry calculation of a molecular structure, C40H40N6SbTi, from OMol25.

- Net charge: +1
- Multiplicity: 3
- M: 774.43 g/mol
- HOMO-LUMO gap (spin up / spin down): 0.2178 / 0.2661 Eh
- Energy above the lowest of the compared OMol25 structures with the same formula, charge and spin: 2.9 kcal per mole
- E_HOMO (spin up / spin down): -8.66 / -9.95 eV

The geometry in XYZ format:
```
88
Properties=species:S:1:pos:R:3:mulliken_charge:R:1
Ti -0.9861 0.2963 0.2523 -1.2005
C 0.1652 2.0069 3.1792 -1.2510
C -1.3202 1.9147 3.0383 0.8870
C -2.1402 2.6640 3.8845 -1.0610
C -3.5046 2.6406 3.7197 -0.7133
C -4.0456 1.8518 2.7098 -0.9292
C -3.1950 1.0995 1.9174 -0.0098
N -1.8561 1.1401 2.0834 0.9197
Sb -4.3248 -0.1577 0.5479 0.9442
C -3.4122 -1.9837 1.1153 0.2451
C -4.1078 -2.8162 1.9758 -1.0322
C -3.5118 -4.0069 2.3599 -0.5800
C -2.2830 -4.3269 1.8238 -0.8820
C -1.6592 -3.4525 0.9352 0.8020
C -0.3776 -3.8575 0.2802 -1.1436
N -2.1997 -2.2650 0.6158 0.4362
C -3.3844 0.2201 -1.3983 -0.0608
C -4.3567 0.3183 -2.3784 -0.8759
C -3.9858 0.7010 -3.6638 -0.7260
C -2.6754 1.0444 -3.9016 -0.9813
C -1.7366 0.9608 -2.8724 0.5396
C -0.3480 1.4625 -3.0897 -0.3655
N -2.0874 0.4826 -1.6686 0.6896
H 0.4507 1.8249 4.2158 0.5439
H 0.6768 1.2939 2.5426 -0.0919
H 0.4956 3.0098 2.9001 0.3472
H -1.6783 3.2717 4.6500 0.5643
H -4.1490 3.2293 4.3587 0.4238
H -5.1165 1.8209 2.5581 0.4911
H -5.0928 -2.5474 2.3359 0.4375
H -4.0068 -4.6787 3.0483 0.4551
H -1.7959 -5.2588 2.0739 0.4449
H -0.1265 -4.8888 0.5186 0.5875
H -0.5033 -3.7922 -0.8036 0.1663
H 0.4431 -3.2164 0.5987 0.0060
H -5.3948 0.1145 -2.1505 0.4701
H -4.7258 0.7619 -4.4507 0.4271
H -2.3531 1.3955 -4.8718 0.5593
H -0.0212 1.2664 -4.1100 0.4812
H -0.3308 2.5408 -2.9111 0.5273
H 0.3493 1.0141 -2.3910 -0.3661
C 3.8725 -0.6682 -2.8617 -1.9875
C 2.5172 -0.9246 -3.4659 1.5288
C 2.3684 -0.8333 -4.8513 -0.6815
C 1.1948 -1.1901 -5.4892 -0.8724
C 0.1232 -1.6657 -4.7424 -0.6452
C 0.2346 -1.7247 -3.3671 -0.3793
C 1.4102 -1.3330 -2.7237 0.2123
N 1.4289 -1.4476 -1.3009 0.5692
C 1.2574 -0.4237 -0.3759 -1.9801
N 2.0137 0.7205 -0.5291 1.1953
C 1.4798 2.0123 -0.2493 -0.0408
C 0.1166 2.1176 0.0375 1.6645
C -0.3713 3.4120 0.2324 -0.9472
C 0.4444 4.5323 0.1368 -1.3819
C 1.7978 4.3716 -0.1261 -0.8804
C 2.3446 3.1078 -0.3168 0.9483
C 3.8077 2.9326 -0.6128 -1.4837
N 0.6366 -0.7841 0.7844 1.8593
C 1.2005 -1.0821 2.0445 -0.9228
C 0.2614 -1.3447 3.0522 0.4221
C 0.6407 -1.6409 4.3454 -1.1660
C 1.9905 -1.6958 4.6649 -0.9415
C 2.9199 -1.4878 3.6635 -0.9188
C 2.5667 -1.1981 2.3434 1.0324
C 3.6755 -1.0594 1.3347 -0.9007
H 4.6391 -1.1744 -3.4477 0.5822
H 3.9413 -1.0421 -1.8415 0.1705
H 4.1328 0.3933 -2.8665 0.3354
H 3.2161 -0.5092 -5.4427 0.4957
H 1.1243 -1.1267 -6.5665 0.4027
H -0.7910 -1.9804 -5.2278 0.4756
H -0.6019 -2.0588 -2.7620 0.1423
H 0.9560 -2.2713 -0.9568 0.2590
H 2.7223 0.6865 -1.2471 -0.0529
H -1.4245 3.5645 0.4650 0.4447
H 0.0353 5.5252 0.2743 0.4000
H 2.4460 5.2371 -0.1831 0.4226
H 4.3458 3.8696 -0.4830 0.4504
H 3.9738 2.6116 -1.6461 0.2470
H 4.2657 2.1846 0.0376 0.2032
H -0.7908 -1.2989 2.7916 0.4840
H -0.1147 -1.8329 5.0967 0.4804
H 2.3147 -1.9213 5.6712 0.4149
H 3.9753 -1.5648 3.8977 0.4654
H 4.5769 -1.5346 1.7191 0.5664
H 3.9090 -0.0154 1.1222 0.0641
H 3.4286 -1.5431 0.3905 0.1181
```